# C45H101N5O8

A 8-piece molecular cluster, C45H101N5O8 overall at a distorted geometry (wB97M-V/def2-TZVPD, OMol25).

The total energy comes out at -72123.232 eV. For the HOMO energy, the calculation gives -8.1 eV. The value obtained for the energy relative to the best compared isomer or geometry (same formula, charge and spin) is 579.4 kJ/mol. As for the SMILES: CC1(C)CCCC(C)(C)N1O.CC1(C)CCCC(C)(C)N1O.CC1(C)CCCC(C)(C)N1O.CC1(C)CCCC(C)(C)N1O.CC1(C)CCCC(C)(C)N1O.O.O.O. The multiplicity is 1.

Bonds (Å) are listed after each position.
Geometry (Å):
1 C -8.29 3.46 0.29  C2 1.593, H12 1.090, H13 1.090, H14 1.090
2 C -7.85 2.22 -0.61  C1 1.593, C3 1.538, C4 1.555, N10 1.462
3 C -8.07 2.62 -2.08  C2 1.538, H15 1.090, H16 1.090, H17 1.090
4 C -6.33 1.98 -0.40  C2 1.555, C5 1.555, H18 1.090, H19 1.090
5 C -5.90 0.58 -0.90  C4 1.555, C6 1.568, H20 1.090, H21 1.090
6 C -6.73 -0.57 -0.22  C5 1.568, C7 1.558, H22 1.090, H23 1.090
7 C -8.26 -0.34 -0.41  C6 1.558, C8 1.531, C9 1.549, N10 1.507
8 C -8.64 -0.55 -1.87  C7 1.531, H24 1.090, H25 1.090, H26 1.090
9 C -9.03 -1.34 0.49  C7 1.549, H27 1.090, H28 1.090, H29 1.090
10 N -8.59 1.09 -0.05  C2 1.462, C7 1.507, O11 1.426
11 O -10.01 1.25 -0.16  N10 1.426, H30 0.960
12 H -8.84 4.16 -0.34  C1 1.090
13 H -9.07 3.19 1.01  C1 1.090
14 H -7.63 3.93 1.01  C1 1.090
15 H -7.55 2.10 -2.88  C3 1.090
16 H -9.11 2.39 -2.29  C3 1.090
17 H -7.81 3.67 -2.06  C3 1.090
18 H -5.73 2.74 -0.90  C4 1.090
19 H -6.24 2.05 0.69  C4 1.090
20 H -6.02 0.40 -1.97  C5 1.090
21 H -4.82 0.44 -0.80  C5 1.090
22 H -6.58 -0.37 0.84  C6 1.090
23 H -6.54 -1.60 -0.53  C6 1.090
24 H -8.59 -1.61 -2.10  C8 1.090
25 H -8.12 0.09 -2.59  C8 1.090
26 H -9.64 -0.21 -2.13  C8 1.090
27 H -9.18 -2.33 0.05  C9 1.090
28 H -10.06 -1.04 0.69  C9 1.090
29 H -8.74 -1.56 1.51  C9 1.090
30 H -10.29 1.00 0.72  O11 0.960
31 C 5.06 3.62 3.28  C32 1.572, H42 1.090, H43 1.090, H44 1.090
32 C 6.61 3.35 3.17  C31 1.572, C33 1.567, C34 1.557, N40 1.487
33 C 6.90 3.18 1.63  C32 1.567, H45 1.090, H46 1.090, H47 1.090
34 C 7.42 4.61 3.56  C32 1.557, C35 1.564, H48 1.090, H49 1.090
35 C 8.97 4.48 3.60  C34 1.564, C36 1.563, H50 1.090, H51 1.090
36 C 9.32 3.25 4.49  C35 1.563, C37 1.539, H52 1.090, H53 1.090
37 C 8.56 1.95 4.17  C36 1.539, C38 1.598, C39 1.523, N40 1.489
38 C 9.23 1.27 2.89  C37 1.598, H54 1.090, H55 1.090, H56 1.090
39 C 8.69 1.01 5.37  C37 1.523, H57 1.090, H58 1.090, H59 1.090
40 N 7.10 2.20 3.97  C32 1.487, C37 1.489, O41 1.444
41 O 6.30 1.01 3.78  N40 1.444, H60 0.960
42 H 4.60 2.71 2.89  C31 1.090
43 H 4.85 3.81 4.33  C31 1.090
44 H 4.76 4.54 2.77  C31 1.090
45 H 7.92 3.28 1.26  C33 1.090
46 H 6.85 2.10 1.54  C33 1.090
47 H 6.24 3.50 0.83  C33 1.090
48 H 7.24 5.41 2.84  C34 1.090
49 H 7.11 4.96 4.55  C34 1.090
50 H 9.21 4.29 2.55  C35 1.090
51 H 9.56 5.37 3.84  C35 1.090
52 H 9.02 3.51 5.51  C36 1.090
53 H 10.37 3.00 4.37  C36 1.090
54 H 10.00 1.91 2.45  C38 1.090
55 H 8.62 0.70 2.19  C38 1.090
56 H 9.89 0.55 3.38  C38 1.090
57 H 8.30 0.06 5.01  C39 1.090
58 H 8.11 1.39 6.21  C39 1.090
59 H 9.70 0.78 5.71  C39 1.090
60 H 5.82 0.96 4.61  O41 0.960
61 C -5.36 -6.06 3.12  C62 1.494, H72 1.090, H73 1.090, H74 1.090
62 C -4.30 -5.10 2.71  C61 1.494, C63 1.540, C64 1.542, N70 1.482
63 C -4.68 -3.79 3.42  C62 1.540, H75 1.090, H76 1.090, H77 1.090
64 C -2.99 -5.59 3.36  C62 1.542, C65 1.523, H78 1.090, H79 1.090
65 C -1.82 -4.73 2.92  C64 1.523, C66 1.518, H80 1.090, H81 1.090
66 C -1.71 -4.95 1.42  C65 1.518, C67 1.630, H82 1.090, H83 1.090
67 C -2.98 -4.42 0.56  C66 1.630, C68 1.594, C69 1.545, N70 1.496
68 C -3.00 -2.83 0.46  C67 1.594, H84 1.090, H85 1.090, H86 1.090
69 C -2.81 -5.04 -0.85  C67 1.545, H87 1.090, H88 1.090, H89 1.090
70 N -4.19 -4.98 1.24  C62 1.482, C67 1.496, O71 1.330
71 O -5.32 -4.66 0.62  N70 1.330, H90 0.960
72 H -6.32 -5.69 2.75  C61 1.090
73 H -5.28 -7.10 2.79  C61 1.090
74 H -5.46 -6.19 4.20  C61 1.090
75 H -5.67 -3.37 3.20  C63 1.090
76 H -4.59 -3.90 4.50  C63 1.090
77 H -3.97 -2.99 3.20  C63 1.090
78 H -3.21 -5.46 4.42  C64 1.090
79 H -2.90 -6.61 2.96  C64 1.090
80 H -1.98 -3.71 3.27  C65 1.090
81 H -0.89 -5.15 3.30  C65 1.090
82 H -1.63 -6.02 1.20  C66 1.090
83 H -0.86 -4.42 1.00  C66 1.090
84 H -2.51 -2.41 -0.42  C68 1.090
85 H -2.39 -2.37 1.25  C68 1.090
86 H -4.03 -2.49 0.40  C68 1.090
87 H -3.72 -4.84 -1.40  C69 1.090
88 H -2.72 -6.13 -0.87  C69 1.090
89 H -1.92 -4.65 -1.35  C69 1.090
90 H -5.58 -3.76 0.84  O71 0.960
91 C 2.08 -1.97 -3.89  C92 1.605, H102 1.090, H103 1.090, H104 1.090
92 C 3.65 -1.82 -4.17  C91 1.605, C93 1.496, C94 1.602, N100 1.539
93 C 4.39 -1.34 -2.96  C92 1.496, H105 1.090, H106 1.090, H107 1.090
94 C 4.33 -3.21 -4.62  C92 1.602, C95 1.474, H108 1.090, H109 1.090
95 C 4.00 -3.60 -6.00  C94 1.474, C96 1.563, H110 1.090, H111 1.090
96 C 4.76 -2.51 -6.84  C95 1.563, C97 1.562, H112 1.090, H113 1.090
97 C 3.96 -1.18 -6.75  C96 1.562, C98 1.576, C99 1.557, N100 1.486
98 C 4.95 -0.17 -7.44  C97 1.576, H114 1.090, H115 1.090, H116 1.090
99 C 2.63 -1.17 -7.56  C97 1.557, H117 1.090, H118 1.090, H119 1.090
100 N 3.80 -0.80 -5.32  C92 1.539, C97 1.486, O101 1.449
101 O 3.12 0.45 -5.03  N100 1.449, H120 0.960
102 H 1.73 -1.01 -3.51  C91 1.090
103 H 1.63 -2.10 -4.87  C91 1.090
104 H 1.76 -2.77 -3.22  C91 1.090
105 H 5.47 -1.49 -2.98  C93 1.090
106 H 4.23 -0.26 -3.00  C93 1.090
107 H 3.99 -1.64 -1.99  C93 1.090
108 H 5.40 -3.17 -4.45  C94 1.090
109 H 4.04 -4.06 -4.00  C94 1.090
110 H 4.27 -4.63 -6.25  C95 1.090
111 H 2.91 -3.63 -6.04  C95 1.090
112 H 4.75 -2.76 -7.90  C96 1.090
113 H 5.80 -2.44 -6.55  C96 1.090
114 H 4.40 0.73 -7.68  C98 1.090
115 H 5.29 -0.57 -8.40  C98 1.090
116 H 5.85 0.09 -6.88  C98 1.090
117 H 2.62 -0.33 -8.25  C99 1.090
118 H 1.80 -1.14 -6.85  C99 1.090
119 H 2.47 -2.05 -8.18  C99 1.090
120 H 3.91 0.97 -4.90  O101 0.960
121 C -1.71 0.75 -0.19  C122 1.540, H132 1.090, H133 1.090, H134 1.090
122 C -0.44 1.60 -0.42  C121 1.540, C123 1.568, C124 1.547, N130 1.460
123 C 0.62 0.74 -1.18  C122 1.568, H135 1.090, H136 1.090, H137 1.090
124 C -0.89 2.74 -1.36  C122 1.547, C125 1.515, H138 1.090, H139 1.090
125 C 0.05 3.92 -1.50  C124 1.515, C126 1.489, H140 1.090, H141 1.090
126 C 0.48 4.50 -0.20  C125 1.489, C127 1.605, H142 1.090, H143 1.090
127 C 0.88 3.38 0.88  C126 1.605, C128 1.486, C129 1.516, N130 1.521
128 C 2.26 2.86 0.69  C127 1.486, H144 1.090, H145 1.090, H146 1.090
129 C 0.72 4.11 2.19  C127 1.516, H147 1.090, H148 1.090, H149 1.090
130 N -0.06 2.18 0.87  C122 1.460, C127 1.521, O131 1.391
131 O 0.27 1.24 1.83  N130 1.391, H150 0.960
132 H -2.23 0.46 -1.10  C121 1.090
133 H -1.60 -0.13 0.45  C121 1.090
134 H -2.45 1.38 0.31  C121 1.090
135 H 1.15 0.04 -0.53  C123 1.090
136 H 0.06 0.05 -1.82  C123 1.090
137 H 1.25 1.20 -1.94  C123 1.090
138 H -0.96 2.50 -2.42  C124 1.090
139 H -1.75 3.27 -0.95  C124 1.090
140 H 0.91 3.57 -2.07  C125 1.090
141 H -0.29 4.76 -2.11  C125 1.090
142 H -0.45 5.00 0.08  C126 1.090
143 H 1.32 5.20 -0.16  C126 1.090
144 H 2.58 2.27 1.55  C128 1.090
145 H 2.86 3.75 0.55  C128 1.090
146 H 2.42 2.26 -0.20  C128 1.090
147 H 1.43 3.70 2.92  C129 1.090
148 H -0.25 4.00 2.66  C129 1.090
149 H 0.86 5.19 2.25  C129 1.090
150 H -0.49 1.34 2.42  O131 0.960
151 O -1.79 0.12 3.69  H152 0.957, H153 0.957
152 H -1.92 0.01 4.63  O151 0.957
153 H -1.18 -0.57 3.45  O151 0.957
154 O 0.39 -2.41 0.52  H155 0.957, H156 0.957
155 H 0.98 -3.02 0.97  O154 0.957
156 H 0.74 -1.55 0.72  O154 0.957
157 O -2.54 2.98 2.76  H158 0.957, H159 0.957
158 H -2.11 2.74 1.94  O157 0.957
159 H -2.35 2.24 3.35  O157 0.957

These are the Mulliken partial charges, in e, on atoms 1 to 99: -1.638, 1.868, -2.005, -1.379, -0.004, -1.322, 1.886, -1.806, -1.902, 0.063, -0.463, 0.378, 0.357, 0.404, 0.319, 0.388, 0.585, 0.356, 0.485, 0.393, -0.471, 0.416, 0.475, 0.396, 0.341, 0.394, 0.329, 0.463, 0.376, 0.337, -2.175, 1.777, -1.697, -1.255, -0.667, -1.395, 1.627, -1.742, -2.016, 0.356, -0.447, 0.468, 0.456, 0.403, 0.263, 0.413, 0.368, 0.388, 0.461, 0.253, 0.428, 0.404, 0.476, 0.350, 0.274, 0.574, 0.490, 0.448, 0.403, 0.331, -2.023, 1.557, -1.614, -1.443, -0.185, -1.223, 1.723, -0.553, -2.049, 0.194, -0.403, 0.414, 0.406, 0.390, 0.407, 0.432, 0.311, 0.552, 0.352, 0.117, 0.368, 0.525, 0.035, 0.592, 0.096, -0.481, 0.446, 0.440, 0.382, 0.330, -1.509, 1.644, -1.734, -1.356, -0.574, -1.438, 1.466, -1.924, -1.531